Record 1
Density functional theory data (the ωB97M-V functional and the def2-TZVPD basis) for a 13-piece molecular cluster, C42H119N13O13 overall.

**Energy above the lowest of the compared OMol25 structures with the same formula, charge and spin**: 4.718 eV
**HOMO**: -8.865 eV
**Frontier orbital gap**: 8.746 eV

CARTESIAN COORDINATES (ANGSTROEM)
C 0.651 -16.726 1.554
C 1.043 -16.883 2.989
C 0.549 -15.777 3.883
O 1.078 -15.956 5.195
C 0.562 -15.028 6.219
N 0.596 -18.205 3.395
H -0.419 -16.910 1.463
H 1.180 -17.327 0.813
H 0.873 -15.678 1.355
H 2.123 -16.921 3.135
H -0.540 -15.731 3.928
H 1.024 -14.847 3.570
H 0.971 -15.296 7.194
H -0.516 -15.059 6.376
H 0.801 -13.996 5.962
H 0.931 -18.876 2.718
H 1.119 -18.434 4.228
C 6.165 -7.680 18.863
C 5.941 -8.077 20.361
C 4.528 -8.190 20.907
O 3.924 -6.952 20.636
C 2.517 -6.983 20.689
N 6.632 -9.316 20.597
H 5.431 -8.045 18.145
H 7.130 -7.997 18.467
H 6.313 -6.602 18.800
H 6.478 -7.337 20.954
H 4.542 -8.595 21.919
H 4.002 -8.968 20.353
H 2.102 -5.996 20.483
H 2.074 -7.345 21.617
H 2.119 -7.607 19.889
H 6.091 -10.014 20.106
H 7.571 -9.310 20.224
C -4.828 -18.356 11.202
C -4.355 -17.612 12.478
C -3.174 -16.555 12.133
O -2.524 -15.948 13.307
C -2.009 -16.809 14.379
N -5.437 -16.868 13.014
H -5.571 -19.142 11.338
H -3.928 -18.730 10.713
H -5.263 -17.621 10.525
H -3.975 -18.375 13.157
H -3.459 -15.728 11.483
H -2.394 -17.094 11.596
H -1.236 -17.494 14.031
H -2.802 -17.415 14.816
H -1.545 -16.248 15.191
H -5.503 -16.112 12.346
H -4.864 -16.412 13.710
C 7.706 -5.661 13.344
C 8.853 -6.494 12.697
C 8.586 -8.044 12.624
O 8.357 -8.536 13.933
C 8.242 -9.964 13.890
N 9.088 -5.803 11.401
H 7.909 -4.593 13.409
H 7.262 -6.089 14.242
H 6.851 -5.630 12.669
H 9.702 -6.340 13.362
H 9.509 -8.443 12.202
H 7.708 -8.240 12.008
H 9.054 -10.428 13.330
H 7.335 -10.347 13.422
H 8.162 -10.295 14.925
H 9.322 -4.854 11.654
H 8.169 -5.674 11.001
C 0.207 -11.076 12.333
C -0.112 -10.518 13.749
C -0.273 -9.006 13.897
O 0.821 -8.249 13.337
C 2.095 -8.480 13.953
N -1.304 -11.106 14.322
H 0.227 -12.165 12.373
H 1.167 -10.765 11.921
H -0.455 -10.717 11.545
H 0.763 -10.734 14.362
H -0.354 -8.675 14.933
H -1.203 -8.709 13.412
H 2.052 -8.335 15.032
H 2.801 -7.764 13.532
H 2.424 -9.490 13.710
H -2.143 -10.873 13.811
H -1.199 -12.102 14.190
C -8.271 -13.146 10.418
C -7.964 -11.653 10.147
C -6.481 -11.230 10.417
O -6.024 -11.281 11.771
C -6.571 -10.230 12.625
N -8.321 -11.306 8.776
H -8.128 -13.435 11.460
H -7.643 -13.873 9.903
H -9.317 -13.265 10.135
H -8.605 -10.986 10.721
H -6.341 -10.271 9.918
H -5.784 -11.879 9.887
H -6.489 -9.246 12.163
H -6.077 -10.147 13.593
H -7.616 -10.511 12.758
H -9.327 -11.266 8.848
H -7.986 -10.429 8.402
C 0.538 -3.409 5.650
C -0.701 -3.780 6.451
C -0.459 -4.630 7.676
O -1.696 -4.934 8.288
C -1.944 -6.250 8.769
N -1.562 -2.637 6.633
H 1.226 -2.778 6.213
H 0.258 -2.782 4.804
H 1.034 -4.343 5.387
H -1.314 -4.413 5.809
H 0.198 -4.121 8.381
H -0.027 -5.603 7.444
H -1.866 -6.826 7.847
H -2.921 -6.257 9.252
H -1.147 -6.501 9.469
H -2.431 -2.935 7.053
H -1.246 -1.942 7.295
C 8.414 -15.806 19.347
C 7.789 -14.426 19.392
C 6.528 -14.235 18.415
O 5.906 -12.926 18.485
C 4.846 -12.735 17.646
N 7.351 -14.235 20.782
H 7.563 -16.454 19.558
H 9.137 -15.971 20.146
H 8.931 -15.916 18.394
H 8.450 -13.644 19.018
H 5.660 -14.838 18.681
H 6.908 -14.613 17.466
H 4.685 -11.671 17.817
H 3.931 -13.186 18.030
H 5.189 -12.920 16.628
H 7.119 -13.253 20.813
H 8.146 -14.281 21.403
C -3.594 -0.877 20.311
C -3.818 -1.126 18.778
C -3.148 -2.439 18.317
O -3.506 -2.646 16.965
C -3.112 -3.974 16.593
N -5.293 -1.160 18.556
H -3.853 -1.808 20.815
H -4.112 0.008 20.682
H -2.552 -0.688 20.568
H -3.326 -0.273 18.312
H -3.536 -3.255 18.926
H -2.060 -2.394 18.363
H -3.541 -4.282 15.640
H -3.584 -4.615 17.337
H -2.030 -4.098 16.634
H -5.485 -1.967 17.980
H -5.798 -1.309 19.418
C 2.494 -2.491 15.777
C 2.504 -1.830 14.370
O 3.513 -0.793 14.352
H 2.123 -1.782 16.517
H 3.527 -2.712 16.047
H 1.864 -3.380 15.812
H 1.497 -1.494 14.125
H 2.780 -2.565 13.614
H 3.063 0.053 14.300
C 6.440 -12.067 8.066
C 5.047 -12.626 7.753
O 4.818 -12.427 6.355
H 6.692 -12.225 9.115
H 6.538 -11.021 7.777
H 7.112 -12.666 7.450
H 4.256 -12.003 8.171
H 4.945 -13.678 8.021
H 5.250 -13.144 5.884
C -1.467 -10.483 19.772
O -0.432 -11.198 19.563
N -1.790 -10.126 20.941
N -2.255 -10.193 18.783
H -2.636 -9.589 21.067
H -1.275 -10.542 21.704
H -2.048 -10.647 17.905
H -3.122 -9.707 18.966
C 4.203 -6.363 8.065
O 4.939 -5.445 8.409
N 3.282 -6.891 8.803
N 4.158 -6.904 6.863
H 2.831 -7.745 8.508
H 3.169 -6.565 9.752
H 3.559 -7.700 6.696
H 4.818 -6.614 6.156

Record 2
Density functional theory data (the ωB97M-V functional and the def2-TZVPD basis) for C47H49Br2MgN4O4SiTe as an isolated structure.

**Energy above the lowest of the compared OMol25 structures with the same formula, charge and spin**: 0.116 eV
**HOMO (spin up / spin down)**: -1.701 / -1.701 eV
**Charge**: -2
**Expectation value of S²**: 0.764
**Multiplicity**: 2
**Frontier orbital gap (spin up / spin down)**: 5.187 / 5.141 eV

CARTESIAN COORDINATES (ANGSTROEM)
Mg 1.885 -1.268 0.234
O 0.325 -3.085 4.980
C -0.717 -2.373 4.530
C -1.883 -2.341 5.299
C -2.993 -1.645 4.851
C -2.964 -0.967 3.632
C -1.796 -0.984 2.882
C -0.666 -1.669 3.315
C 0.591 -1.570 2.516
O 0.624 -0.687 1.574
N 1.590 -2.350 2.855
N 2.839 -1.917 2.356
C 3.622 -2.732 1.734
C 3.309 -4.048 1.130
C 4.228 -5.095 1.201
C 3.980 -6.319 0.600
C 2.787 -6.474 -0.124
C 1.891 -5.431 -0.265
C 2.138 -4.166 0.326
O 1.361 -3.141 0.108
H 1.052 -2.981 4.295
H -1.891 -2.874 6.245
H -3.889 -1.625 5.462
H -3.834 -0.426 3.276
H -1.725 -0.449 1.942
H 4.638 -2.349 1.641
H 5.151 -4.938 1.751
H 4.696 -7.130 0.674
H 2.570 -7.428 -0.601
H 0.986 -5.536 -0.857
Br 1.206 3.329 2.603
C 0.694 2.472 0.929
Br 2.170 2.216 -0.281
H -0.021 3.115 0.445
H 0.288 1.495 1.172
C 4.741 1.046 2.871
Si 5.742 0.913 1.290
C 5.998 2.670 0.640
C 7.473 0.395 1.839
N 4.958 -0.054 0.172
C 5.339 -1.082 -0.603
C 6.671 -1.587 -0.799
C 6.930 -2.696 -1.598
C 5.915 -3.388 -2.272
C 4.613 -2.922 -2.118
C 4.358 -1.815 -1.328
H 5.333 0.777 3.757
H 3.867 0.387 2.818
H 4.371 2.070 3.014
H 6.951 3.096 0.988
H 5.186 3.333 0.967
H 5.998 2.675 -0.459
H 7.806 1.057 2.648
H 8.195 0.472 1.013
H 7.497 -0.640 2.208
H 7.492 -1.085 -0.295
H 7.957 -3.038 -1.695
H 6.131 -4.260 -2.876
H 3.786 -3.440 -2.593
H 3.344 -1.469 -1.205
C -9.074 3.800 -1.805
C -7.691 3.243 -1.556
C -6.721 3.245 -2.552
C -5.439 2.731 -2.342
C -4.461 2.785 -3.497
C -5.096 2.197 -1.082
Te -3.112 1.212 -0.751
N -0.979 0.489 -0.915
C -0.302 -0.465 -1.490
O 0.956 -0.644 -1.337
C -0.953 -1.480 -2.393
C -2.198 -2.040 -2.141
C -2.741 -2.966 -3.023
C -2.039 -3.333 -4.167
C -0.781 -2.792 -4.407
C -0.236 -1.876 -3.516
C -2.227 3.117 -1.049
C -1.306 3.249 -2.091
C -0.630 4.440 -2.305
C -0.876 5.525 -1.474
C -1.792 5.402 -0.440
C -2.479 4.208 -0.198
C -3.422 4.151 0.981
C -6.079 2.178 -0.074
C -5.843 1.623 1.322
C -7.350 2.705 -0.325
H -9.191 4.115 -2.845
H -9.273 4.668 -1.169
H -9.846 3.056 -1.590
H -6.969 3.651 -3.528
H -4.979 3.012 -4.432
H -3.931 1.840 -3.615
H -3.702 3.553 -3.335
H -2.728 -1.783 -1.231
H -3.709 -3.403 -2.815
H -2.467 -4.046 -4.862
H -0.215 -3.096 -5.279
H 0.756 -1.467 -3.668
H -1.096 2.394 -2.725
H 0.107 4.508 -3.098
H -0.339 6.457 -1.615
H -1.969 6.244 0.223
H -3.216 4.973 1.670
H -3.317 3.211 1.524
H -4.465 4.219 0.658
H -4.865 1.165 1.431
H -6.597 0.872 1.572
H -5.919 2.420 2.069
H -8.092 2.690 0.473